Formula: C4H4N4
Source: the OMol25 dataset
Level of theory: wB97M-V/def2-TZVPD

XYZ file:
```
12
Properties=species:S:1:pos:R:3:forces:R:3:lowdin_charge:R:1
H -2.23266 0.73318 0.99209 -0.743 1.449 0.237 0.036
N -2.13128 -0.23265 0.81910 0.325 -1.570 -0.243 0.177
C -1.31230 -0.35481 -0.12171 0.545 1.679 -0.072 -0.511
N -0.80971 0.87479 -0.82233 -1.344 -0.934 1.212 0.163
C 0.29459 1.26774 -0.33863 -0.161 -0.356 -1.801 -0.164
C 1.25256 0.47187 0.36796 0.220 0.161 1.746 -0.121
N 1.27731 -0.79839 0.56939 1.168 1.679 -1.140 0.122
C 0.54540 -1.54145 -0.34446 -1.336 -1.784 0.707 -0.198
N -0.72118 -1.51573 -0.56546 1.465 0.003 -1.013 0.158
H 0.66922 2.24864 -0.57090 -0.058 0.552 -0.445 0.103
H 1.98283 1.18657 0.75249 0.481 -0.860 0.908 0.111
H 1.18522 -2.33977 -0.73753 -0.561 -0.019 -0.096 0.124
```
Positions in Å, forces in eV/Å.

Strongest force on any atom: 2.34 eV/A
Energy above the lowest of the compared OMol25 structures with the same formula, charge and spin: 54.3 kcal/mol
HOMO level: -0.3673 Ha